# 1
Molecular formula: C2H7Cl2N2
Method: DFT, the ωB97M-V functional and the def2-TZVPD basis

Computed properties:
2S+1: 3
Net charge: +1
Highest occupied orbital energy (spin up / spin down), eV: -9.6 / -14.3
Total energy, eV: -30199.591
Lowest unoccupied orbital energy (spin up / spin down), eV: -3.441 / -8.763

Structure (XYZ):
```
13
C2H7Cl2N2 (the ωB97M-V functional and the def2-TZVPD basis)
C 0.49 -0.72 0.42
C -0.74 0.22 -0.57
N -1.93 -0.34 -0.80
N 1.61 0.17 0.61
Cl 0.09 0.84 -1.97
Cl -0.83 1.73 0.70
H 0.73 -1.56 -0.23
H 0.00 -1.02 1.33
H -2.54 0.18 -1.42
H -2.44 -0.71 -0.01
H 1.21 1.01 1.10
H 1.97 0.47 -0.31
H 2.36 -0.28 1.14
```

# 2
Molecular formula: C5H13NO
Method: DFT, the ωB97M-V functional and the def2-TZVPD basis

Computed properties:
2S+1: 1
Relative energy (zero: lowest compared OMol25 entry of this formula, charge and spin), eV: 2.6104
Net charge: 0
Highest occupied orbital energy, eV: -8.8
Total energy, eV: -8931.401
SMILES: CNCC[C@H](C)O
Lowest unoccupied orbital energy, eV: 1.069

Structure (XYZ):
```
20
C5H13NO (the ωB97M-V functional and the def2-TZVPD basis)
C -1.45 2.90 0.11
N -0.83 1.61 -0.30
C -0.55 0.69 0.88
C 0.74 -0.05 0.50
C 0.46 -1.25 -0.39
C 0.21 -2.55 0.35
O 1.55 -1.43 -1.22
H -2.62 2.98 -0.18
H -0.96 3.68 -0.34
H -1.43 2.91 1.18
H -1.40 1.14 -0.98
H -1.20 -0.04 0.98
H -0.52 1.28 1.81
H 1.37 0.67 -0.13
H 1.50 -0.17 1.35
H -0.41 -0.93 -1.04
H -0.68 -2.59 1.08
H 0.02 -3.33 -0.43
H 1.06 -3.04 1.02
H 2.24 -0.78 -1.18
```

# 3
Molecular formula: C34H45N8NaP
Method: DFT, the ωB97M-V functional and the def2-TZVPD basis

Computed properties:
2S+1: 1
Relative energy (zero: lowest compared OMol25 entry of this formula, charge and spin), eV: 0.2223
Net charge: +1
Highest occupied orbital energy, eV: -10.8
Total energy, eV: -61612.094
Lowest unoccupied orbital energy, eV: -1.945

Structure (XYZ):
```
89
C34H45N8NaP (the ωB97M-V functional and the def2-TZVPD basis)
Na -1.39 0.09 0.16
C -3.71 -0.10 2.56
C -3.65 -1.53 2.04
N -2.28 -1.97 1.79
C -2.22 -3.22 1.05
C -2.36 -3.02 -0.45
C -2.22 -4.08 -1.34
C -2.39 -3.83 -2.69
C -2.71 -2.55 -3.11
C -2.83 -1.55 -2.15
C -3.18 -0.14 -2.55
N -3.14 0.80 -1.44
C -4.36 0.77 -0.62
C -4.18 1.50 0.71
N -3.21 0.89 1.62
N -2.65 -1.79 -0.86
H -3.11 -0.04 3.47
H -4.75 0.11 2.86
H -4.20 -1.60 1.10
H -4.17 -2.18 2.75
H -1.79 -2.08 2.67
H -3.01 -3.93 1.36
H -1.27 -3.72 1.25
H -1.98 -5.07 -0.98
H -2.28 -4.63 -3.41
H -2.86 -2.32 -4.16
H -4.17 -0.16 -3.04
H -2.47 0.20 -3.31
H -3.00 1.73 -1.80
H -4.61 -0.28 -0.44
H -5.21 1.21 -1.14
H -5.17 1.57 1.18
H -3.86 2.52 0.50
H -2.72 1.62 2.11
C -0.57 5.97 1.48
C 0.51 4.93 1.15
C 1.31 5.34 -0.09
C 1.45 4.74 2.35
C -0.14 3.65 0.87
N -0.65 2.64 0.65
H -0.09 6.93 1.69
H -1.15 5.68 2.35
H -1.24 6.11 0.63
H 1.82 6.29 0.10
H 0.65 5.48 -0.95
H 2.06 4.60 -0.34
H 1.96 5.68 2.57
H 2.21 3.98 2.14
H 0.90 4.44 3.24
C 0.11 2.27 -2.87
P 0.72 0.69 -2.16
C 2.19 1.29 -1.25
C 1.44 -0.11 -3.64
C 0.67 -1.09 -4.27
C 1.12 -1.72 -5.42
C 2.36 -1.39 -5.94
C 3.15 -0.43 -5.32
C 2.69 0.21 -4.18
H 0.90 2.84 -3.36
H -0.31 2.87 -2.06
H -0.67 2.07 -3.60
H 2.79 2.00 -1.82
H 2.81 0.45 -0.96
H 1.83 1.78 -0.34
H -0.29 -1.37 -3.84
H 0.51 -2.47 -5.89
H 2.72 -1.89 -6.83
H 4.12 -0.18 -5.72
H 3.31 0.96 -3.71
N 6.83 -6.04 4.02
C 6.05 -5.23 3.79
C 5.07 -4.22 3.50
C 5.44 -2.88 3.50
C 4.50 -1.90 3.21
C 3.19 -2.28 2.94
C 2.82 -3.61 2.94
C 3.76 -4.59 3.21
N 2.22 -1.28 2.64
C 2.06 -0.07 3.28
C 1.05 0.56 2.62
N 0.60 -0.22 1.59
C 1.31 -1.32 1.64
H 6.46 -2.60 3.72
H 4.78 -0.86 3.19
H 1.79 -3.88 2.75
H 3.48 -5.63 3.21
H 2.65 0.20 4.14
H 0.62 1.53 2.82
H 1.25 -2.15 0.96
```

# 4
Molecular formula: C4H11NO3
Method: DFT, the ωB97M-V functional and the def2-TZVPD basis

Computed properties:
2S+1: 1
Relative energy (zero: lowest compared OMol25 entry of this formula, charge and spin), eV: 2.6710
Net charge: 0
Highest occupied orbital energy, eV: -9.4
Total energy, eV: -11957.439
SMILES: O=CCCNCO.O
Lowest unoccupied orbital energy, eV: 0.575

Structure (XYZ):
```
19
C4H11NO3 (the ωB97M-V functional and the def2-TZVPD basis)
O -1.04 -3.53 -0.19
C -0.57 -2.55 -0.67
C -1.00 -1.10 -0.58
C 0.29 -0.28 -0.21
N 0.15 1.13 -0.51
C -0.46 1.98 0.55
O -1.81 2.22 0.29
H 0.36 -2.66 -1.28
H -1.74 -0.88 0.19
H -1.47 -0.67 -1.47
H 1.12 -0.74 -0.76
H 0.47 -0.39 0.86
H -0.41 1.28 -1.35
H 0.10 2.93 0.51
H -0.36 1.60 1.56
H -2.09 2.40 -0.61
O 3.08 -0.32 1.48
H 2.34 -0.90 1.27
H 3.04 0.48 0.91
```

# 5
Molecular formula: C4H4O2
Method: DFT, the ωB97M-V functional and the def2-TZVPD basis

Computed properties:
2S+1: 1
Relative energy (zero: lowest compared OMol25 entry of this formula, charge and spin), eV: 6.4264
Net charge: 0
Highest occupied orbital energy (spin up / spin down), eV: -8.7 / -8.6
Total energy, eV: -8300.651
Lowest unoccupied orbital energy (spin up / spin down), eV: -0.939 / -0.615

Structure (XYZ):
```
10
C4H4O2 (the ωB97M-V functional and the def2-TZVPD basis)
O -1.95 -0.73 -0.10
C -1.29 0.47 -0.35
C 0.14 0.38 -0.78
O 0.58 -0.92 -0.73
C 1.46 -0.16 0.05
C 2.32 -0.03 0.90
H -1.27 -1.41 0.01
H -1.28 1.14 0.53
H -1.82 1.03 -1.14
H 3.09 0.23 1.60
```

# 6
Molecular formula: C38H48AsN9OS2TeTi
Method: DFT, the ωB97M-V functional and the def2-TZVPD basis

Computed properties:
2S+1: 3
Relative energy (zero: lowest compared OMol25 entry of this formula, charge and spin), eV: 1.3124
Net charge: +2
Highest occupied orbital energy (spin up / spin down), eV: -11.0 / -11.5
Total energy, eV: -168552.492
Lowest unoccupied orbital energy (spin up / spin down), eV: -5.009 / -5.440

Structure (XYZ):
```
101
C38H48AsN9OS2TeTi (the ωB97M-V functional and the def2-TZVPD basis)
Ti 0.18 -1.22 0.64
C 1.95 -5.00 1.67
C 1.61 -3.67 1.08
N 0.40 -3.12 1.23
N -0.62 -3.86 1.78
C -1.89 -3.58 1.46
N -2.86 -4.30 2.05
S -2.27 -2.35 0.36
C 2.50 -2.88 0.30
C 3.70 -3.35 -0.28
C 4.40 -2.55 -1.14
C 3.95 -1.24 -1.39
C 2.80 -0.82 -0.77
N 2.06 -1.61 0.03
H 1.81 -4.97 2.76
H 2.99 -5.26 1.49
H 1.33 -5.80 1.26
H -0.39 -4.69 2.31
H -2.67 -5.12 2.60
H -3.80 -4.14 1.74
H 4.04 -4.35 -0.07
H 5.29 -2.91 -1.64
H 4.49 -0.58 -2.05
H 2.42 0.19 -0.92
C -3.31 6.96 -9.68
O -2.60 5.73 -9.73
C -2.43 5.04 -8.60
C -2.92 5.43 -7.35
C -2.65 4.66 -6.23
C -1.93 3.47 -6.34
C -1.49 3.06 -7.60
C -1.73 3.83 -8.71
C -1.61 2.67 -5.17
N -1.30 1.39 -5.18
C -1.04 1.06 -3.89
C -1.17 2.17 -3.06
N -1.55 3.18 -3.90
C -0.86 2.15 -1.68
C -0.84 3.25 -0.82
C -0.44 3.07 0.49
C -0.06 1.81 0.93
N -0.09 0.73 0.15
C -0.48 0.89 -1.15
C -0.44 -0.28 -1.97
N -0.09 -1.44 -1.36
C 0.03 -2.54 -2.10
C -0.18 -2.55 -3.47
C -0.55 -1.38 -4.11
C -0.68 -0.22 -3.36
H -3.30 7.35 -10.70
H -2.83 7.67 -9.01
H -4.35 6.80 -9.37
H -3.50 6.34 -7.24
H -3.06 4.98 -5.28
H -0.96 2.12 -7.68
H -1.39 3.54 -9.69
H -1.74 4.14 -3.65
H -1.13 4.23 -1.17
H -0.40 3.91 1.17
H 0.30 1.67 1.94
H 0.29 -3.44 -1.57
H -0.06 -3.47 -4.02
H -0.74 -1.34 -5.18
C -4.04 0.66 2.67
C -2.84 0.46 3.61
C -3.20 -0.49 4.77
C -2.32 1.80 4.13
C -1.78 -0.17 2.84
N -0.96 -0.72 2.26
H -4.84 1.15 3.22
H -4.40 -0.30 2.29
H -3.77 1.28 1.82
H -3.94 -0.01 5.41
H -2.31 -0.71 5.37
H -3.61 -1.42 4.39
H -3.09 2.27 4.75
H -2.08 2.47 3.31
H -1.43 1.66 4.74
C 4.51 1.02 4.28
As 3.94 -0.50 3.23
C 4.34 -2.06 4.30
C 5.19 -0.56 1.75
S 1.90 -0.30 2.75
H 5.51 0.82 4.68
H 3.82 1.20 5.10
H 4.55 1.90 3.65
H 5.41 -2.10 4.47
H 4.02 -2.96 3.77
H 3.82 -2.00 5.25
H 5.17 -1.54 1.29
H 4.94 0.20 1.02
H 6.18 -0.36 2.15
C 0.97 -0.83 6.20
Te 0.48 -2.49 4.93
C -0.25 -3.65 6.60
H 0.08 -0.51 6.75
H 1.31 -0.02 5.56
H 1.75 -1.10 6.90
H 0.49 -3.67 7.39
H -0.44 -4.67 6.26
H -1.18 -3.23 6.98
```

# 7
Molecular formula: C2HIN2O2
Method: DFT, the ωB97M-V functional and the def2-TZVPD basis

Computed properties:
2S+1: 1
Relative energy (zero: lowest compared OMol25 entry of this formula, charge and spin), eV: 4.4190
Net charge: 0
Highest occupied orbital energy, eV: -9.6
Total energy, eV: -17259.111
SMILES: [O-][N+]#CI.C#[N+][O-]
Lowest unoccupied orbital energy, eV: -0.644

Structure (XYZ):
```
8
C2HIN2O2 (the ωB97M-V functional and the def2-TZVPD basis)
O 0.78 2.54 -0.32
N 1.66 1.77 -0.18
C 2.25 0.83 0.18
I 3.88 -0.29 -0.03
C 0.28 0.58 2.26
N -0.82 0.16 2.08
O -1.93 -0.23 2.03
H 1.23 0.72 2.63
```

# 8
Molecular formula: C7H10N2O3
Method: DFT, the ωB97M-V functional and the def2-TZVPD basis

Computed properties:
2S+1: 1
Relative energy (zero: lowest compared OMol25 entry of this formula, charge and spin), eV: 3.9378
Net charge: 0
Highest occupied orbital energy, eV: -8.5
Total energy, eV: -16540.515
SMILES: C=CCC1=NCCN1O.O=C=O
Lowest unoccupied orbital energy, eV: 0.589

Structure (XYZ):
```
22
C7H10N2O3 (the ωB97M-V functional and the def2-TZVPD basis)
C 1.64 -1.70 -1.07
C 1.27 -1.91 0.22
C -0.13 -1.50 0.65
C -0.47 -0.13 0.11
N -1.15 0.14 -0.90
C -1.22 1.53 -1.09
C -0.30 2.22 0.10
N 0.17 1.09 0.81
O 1.59 1.00 0.89
H 2.67 -2.05 -1.35
H 1.04 -1.24 -1.83
H 2.11 -2.05 0.95
H -0.23 -1.38 1.74
H -0.93 -2.25 0.09
H -2.24 1.92 -1.12
H -0.82 1.77 -2.17
H 0.58 2.67 -0.33
H -0.77 2.88 0.76
H 1.94 0.38 1.51
O -4.61 -1.61 1.22
C -4.61 -0.74 0.47
O -4.62 0.22 -0.17
```

# 9
Molecular formula: C2H7BrN2
Method: DFT, the ωB97M-V functional and the def2-TZVPD basis

Computed properties:
2S+1: 1
Relative energy (zero: lowest compared OMol25 entry of this formula, charge and spin), eV: 3.0114
Net charge: 0
Highest occupied orbital energy, eV: -8.1
Total energy, eV: -75205.208
Lowest unoccupied orbital energy, eV: 0.588

Structure (XYZ):
```
12
C2H7BrN2 (the ωB97M-V functional and the def2-TZVPD basis)
C -1.09 -0.31 -0.58
C 0.31 0.47 1.22
N 0.68 -1.58 0.30
N -0.17 -0.60 0.26
Br 0.20 -3.25 -0.35
H -1.47 -0.97 -1.26
H -1.70 0.61 -0.33
H 3.31 -0.48 0.07
H 1.34 0.29 1.43
H 0.20 1.43 0.68
H -0.44 0.61 1.96
H 2.45 -0.76 -0.15
```

# 10
Molecular formula: C5H5NO
Method: DFT, the ωB97M-V functional and the def2-TZVPD basis

Computed properties:
2S+1: 1
Relative energy (zero: lowest compared OMol25 entry of this formula, charge and spin), eV: 4.1314
Net charge: 0
Highest occupied orbital energy, eV: -9.6
Total energy, eV: -8799.288
SMILES: OC=C=CC1=NC1
Lowest unoccupied orbital energy, eV: 0.238

Structure (XYZ):
```
12
C5H5NO (the ωB97M-V functional and the def2-TZVPD basis)
O 0.41 1.13 -2.05
C 0.44 1.39 -0.73
C 1.17 0.76 0.18
C 1.17 -0.24 1.04
C -0.10 -0.96 1.00
N -0.86 -1.88 1.37
C -1.35 -0.86 0.30
H 0.87 0.30 -2.22
H -0.17 2.25 -0.47
H 1.97 -0.53 1.70
H -2.11 -0.14 0.61
H -1.44 -1.22 -0.73
```

# 11
Molecular formula: H4NS
Method: DFT, the ωB97M-V functional and the def2-TZVPD basis

Computed properties:
2S+1: 1
Relative energy (zero: lowest compared OMol25 entry of this formula, charge and spin), eV: 0.2157
Net charge: -1
Highest occupied orbital energy, eV: -2.4
Total energy, eV: -12391.161
Lowest unoccupied orbital energy, eV: 4.082

Structure (XYZ):
```
6
H4NS (the ωB97M-V functional and the def2-TZVPD basis)
N 0.28 -0.63 -1.61
H -0.53 -1.01 -1.09
H -0.16 0.12 -2.15
H 0.71 -0.10 -0.86
S 0.08 1.43 3.01
H -0.38 0.21 2.69
```

# 12
Molecular formula: C30H43Cl3NO4P2W
Method: DFT, the ωB97M-V functional and the def2-TZVPD basis

Computed properties:
2S+1: 3
Relative energy (zero: lowest compared OMol25 entry of this formula, charge and spin), eV: 0.2878
Net charge: +1
Highest occupied orbital energy (spin up / spin down), eV: -10.4 / -10.5
Total energy, eV: -99457.568
Lowest unoccupied orbital energy (spin up / spin down), eV: -3.058 / -3.436

Structure (XYZ):
```
84
C30H43Cl3NO4P2W (the ωB97M-V functional and the def2-TZVPD basis)
W -0.05 0.61 0.63
C 4.28 1.60 1.52
C 3.57 1.96 0.21
C 2.91 3.33 0.30
P 2.35 0.68 -0.26
C 3.26 -0.92 -0.35
C 4.58 -0.78 -1.11
C 2.40 -2.01 -1.00
C 1.82 1.04 -1.96
C 2.58 1.70 -2.92
C 2.07 1.97 -4.18
C 2.90 2.66 -5.22
C 0.77 1.57 -4.46
C -0.01 0.92 -3.51
C 0.52 0.64 -2.26
N -0.26 0.02 -1.23
C -1.21 -0.97 -1.59
C -0.97 -1.87 -2.62
C -1.90 -2.86 -2.91
C -3.08 -2.99 -2.18
C -4.07 -4.08 -2.48
C -3.30 -2.09 -1.14
C -2.38 -1.09 -0.83
P -2.56 0.08 0.54
C -3.80 1.31 -0.02
C -3.42 1.87 -1.39
C -3.99 2.42 1.01
C -3.22 -0.84 1.99
C -2.73 -0.21 3.29
C -4.74 -1.00 2.01
H 5.07 2.33 1.71
H 4.73 0.61 1.50
H 3.58 1.64 2.35
H 4.31 1.97 -0.60
H 2.27 3.37 1.19
H 2.31 3.57 -0.57
H 3.67 4.10 0.42
H 3.45 -1.19 0.69
H 4.41 -0.44 -2.13
H 5.06 -1.75 -1.17
H 5.28 -0.09 -0.63
H 2.21 -1.77 -2.04
H 1.44 -2.15 -0.50
H 2.94 -2.95 -0.96
H 3.59 2.02 -2.68
H 3.73 3.20 -4.77
H 2.31 3.37 -5.80
H 3.32 1.94 -5.93
H 0.34 1.79 -5.43
H -1.03 0.63 -3.75
H -0.06 -1.80 -3.20
H -1.70 -3.55 -3.72
H -3.93 -4.47 -3.48
H -5.09 -3.72 -2.39
H -3.95 -4.91 -1.78
H -4.21 -2.19 -0.56
H -4.74 0.75 -0.12
H -2.46 2.39 -1.35
H -4.18 2.58 -1.71
H -3.35 1.08 -2.14
H -3.07 2.97 1.17
H -4.33 2.05 1.97
H -4.74 3.13 0.64
H -2.76 -1.83 1.88
H -3.14 0.79 3.43
H -1.65 -0.14 3.34
H -3.06 -0.82 4.14
H -5.24 -0.05 2.17
H -5.02 -1.66 2.84
H -5.14 -1.44 1.10
C -0.67 4.59 1.16
C -0.44 3.13 0.96
O -0.42 2.31 1.94
O -0.24 2.63 -0.18
H -1.16 4.77 2.11
H -1.26 4.99 0.33
H 0.30 5.09 1.16
Cl 1.16 0.31 3.23
C 1.18 -1.47 3.37
Cl 0.43 -1.93 4.89
Cl 2.85 -2.04 3.30
C 0.39 -2.12 2.19
O 0.21 -3.30 2.20
O 0.00 -1.30 1.26
```

# 13
Molecular formula: C5H11O2
Method: DFT, the ωB97M-V functional and the def2-TZVPD basis

Computed properties:
2S+1: 1
Relative energy (zero: lowest compared OMol25 entry of this formula, charge and spin), eV: 0.3993
Net charge: -1
Highest occupied orbital energy, eV: -3.9
Total energy, eV: -9459.630
Lowest unoccupied orbital energy, eV: 4.057

Structure (XYZ):
```
18
C5H11O2 (the ωB97M-V functional and the def2-TZVPD basis)
C 0.64 -1.63 0.55
C 0.35 -0.59 1.63
C -0.55 -1.96 -0.35
H 1.44 -1.23 -0.07
H 0.90 -2.55 1.09
H 0.45 0.43 1.28
H -0.30 -2.60 -1.19
H -1.31 -2.50 0.23
H 0.88 -0.89 2.54
H -0.67 -0.76 2.01
H -1.05 -1.10 -0.78
C -0.70 2.49 -0.81
C 0.65 1.81 -1.22
O 1.65 2.56 -1.20
O 0.61 0.58 -1.42
H -1.49 2.14 -1.47
H -0.63 3.55 -1.06
H -0.86 2.23 0.23
```

# 14
Molecular formula: CH5NS
Method: DFT, the ωB97M-V functional and the def2-TZVPD basis

Computed properties:
2S+1: 1
Relative energy (zero: lowest compared OMol25 entry of this formula, charge and spin), eV: 0.3255
Net charge: 0
Highest occupied orbital energy, eV: -9.4
Total energy, eV: -13442.368
SMILES: C=N.S
Lowest unoccupied orbital energy, eV: 1.127

Structure (XYZ):
```
8
CH5NS (the ωB97M-V functional and the def2-TZVPD basis)
C -0.68 1.78 -1.74
N -0.95 0.89 -0.87
H -1.31 1.90 -2.62
H 0.18 2.43 -1.59
H -1.76 0.35 -1.17
S 0.77 -1.20 1.10
H -0.20 -1.06 2.01
H 1.36 -2.19 1.80
```